# 1
Density functional theory data (ωB97M-V with the def2-TZVPD basis set) for one molecule with the formula C2H3N3O.

Calculated values
gap between HOMO and LUMO: 8.268 eV

```
9
Properties=species:S:1:pos:R:3:forces:R:3:nbo_charge:R:1
N 1.877991 0.183178 -0.135464 0.005 0.013 0.134 -0.775
C 0.891623 0.578015 0.660100 -0.072 -0.067 -0.307 0.231
N -0.276457 0.815744 0.113043 -0.072 -0.187 0.110 -0.421
C -1.437608 0.335015 0.056760 0.264 0.258 0.046 0.115
N -1.737239 -0.998344 0.605530 0.123 -0.392 -0.441 0.125
O -1.596732 -1.890260 -0.189548 -0.048 0.451 0.423 -0.240
H 1.783135 -0.038719 -1.122212 -0.121 0.086 0.109 0.376
H 2.801499 0.095624 0.257444 -0.178 -0.018 -0.045 0.398
H -2.306210 0.919748 -0.245655 0.099 -0.142 -0.028 0.191
```
Forces are in eV/Å.

=====

# 2
Density functional theory data (ωB97M-V with the def2-TZVPD basis set) for one molecule with the formula C2H3N3O.

Calculated values
gap between HOMO and LUMO: 10.279 eV
SMILES string: Oc1ncn[nH]1

```
9
Properties=species:S:1:pos:R:3:forces:R:3:nbo_charge:R:1
O 0.746957 1.385076 -1.231913 -0.101 0.129 0.116 -0.659
C 0.183889 0.444581 -0.462638 0.038 -0.102 0.226 0.614
N -1.072811 0.079696 -0.398853 0.246 0.075 0.035 -0.541
C -1.030017 -0.896885 0.555954 -0.022 -0.200 0.154 0.143
N 0.154939 -1.146656 1.065885 -0.286 0.026 -0.174 -0.289
N 0.935863 -0.263426 0.392396 0.111 0.148 -0.121 -0.391
H 0.081585 2.062720 -1.409301 -0.015 -0.134 -0.163 0.505
H -1.906595 -1.446554 0.872821 0.129 0.113 -0.045 0.200
H 1.919063 -0.168544 0.586345 -0.099 -0.054 -0.028 0.418
```
Forces are in eV/Å.

=====

Computed values of E_LUMO (unit: eV) for the preceding records, in sequence: -0.405; 0.645.
Computed values of relative energy (zero: lowest compared OMol25 entry of this formula, charge and spin) (unit: kJ/mol) for the preceding records, in sequence: 458.1; 30.2.